Computed, not measured: a 3-piece molecular cluster, C15H34BBrClIN4O7PS overall, with ωB97M-V with the def2-TZVPD basis set.

Atoms and positions in Å:
C 2.0380 -3.5345 -0.5497
C 2.5626 -2.1610 -0.1382
C 2.0101 -1.0484 -1.0277
Br 2.8762 -1.1219 -2.7756
C 1.9358 0.4054 -0.4553
C 2.9743 0.6137 0.6949
I 4.9769 0.3914 -0.0922
C 2.9551 1.9702 1.4014
C 3.7716 1.9766 2.6980
O 2.1354 1.3832 -1.4091
B 1.0984 2.4553 -1.3225
P 1.8657 4.2999 -1.1113
C 0.9758 5.1796 -2.4781
C 0.8282 4.9380 0.2929
O 0.3329 2.0538 -0.0661
C 0.4595 0.7337 0.0737
Cl -0.8067 -0.0865 -1.0977
C 0.1093 0.2675 1.4912
C -0.3051 -1.1948 1.7158
C -1.6674 -1.4039 2.3803
S -3.1251 -1.4806 1.3792
O -4.1399 -2.1998 2.1049
O -3.4628 -0.2059 0.8427
O -2.5837 -2.4507 0.2330
H 2.5481 -3.8962 -1.4427
H 2.1949 -4.2667 0.2449
H 0.9674 -3.5042 -0.7680
H 2.2693 -1.9645 0.8984
H 3.6519 -2.1602 -0.1709
H 0.9974 -1.3389 -1.2799
H 2.9347 -0.1859 1.4341
H 3.3441 2.7190 0.7096
H 1.9286 2.2700 1.5936
H 3.2973 2.6038 3.4550
H 4.7788 2.3613 2.5407
H 3.8732 0.9729 3.1209
H 0.3567 2.4563 -2.2926
H 1.4837 4.9985 -3.4266
H -0.0625 4.8513 -2.5766
H 0.9902 6.2558 -2.2875
H 1.1554 4.4767 1.2263
H 0.9528 6.0194 0.3857
H -0.2336 4.7120 0.1662
H -0.6491 0.9624 1.8574
H 1.0026 0.4418 2.0872
H 0.4008 -1.6505 2.4137
H -0.2408 -1.7720 0.7934
H -1.6931 -2.3307 2.9524
H -1.9019 -0.5824 3.0626
H -3.3249 -2.7318 -0.3224
C -5.0627 -6.1029 3.4659
O -4.7465 -7.1968 3.9016
N -6.2905 -5.8706 2.9000
N -4.2379 -5.0186 3.4983
H -6.5632 -4.9778 2.5351
H -6.9266 -6.6431 2.8535
H -3.3287 -5.1451 3.9004
H -4.4901 -4.1179 3.1288
C -0.5217 1.9004 -5.7822
O 0.3712 1.8801 -6.6133
N -1.6120 2.7301 -5.9217
N -0.5418 1.1169 -4.6742
H -2.3314 2.8063 -5.2288
H -1.6171 3.3440 -6.7129
H 0.2913 0.5966 -4.4607
H -1.2297 1.2009 -3.9493

Values from the calculation:
highest occupied orbital energy = -0.160 Eh
energy relative to the best compared isomer or geometry (same formula, charge and spin) = 0.000 eV
LUMO = 1.87 eV
net charge = -1

Computed, not measured: a 7-piece molecular cluster, C15H34BrCl12FO5P3 overall, with ωB97M-V with the def2-TZVPD basis set.

Atoms and positions in Å:
C -1.9061 -3.7588 2.6779
C -2.3038 -2.9002 3.8664
F -2.0294 -3.8252 5.0238
O -3.5930 -2.6097 3.9914
P -3.7899 -1.3402 5.3054
O -2.0169 -1.0427 5.2883
C -1.3747 -1.7145 4.2293
P -1.0779 -0.4252 2.8709
O 0.2419 0.3358 3.4962
O -2.2261 0.7093 3.0953
P 0.2570 -2.5363 4.7350
O 0.8632 -1.3319 5.6862
Br 1.5322 -2.4415 2.8002
H -2.7863 -4.3116 2.3486
H -1.1615 -4.4936 2.9817
H -1.4951 -3.1676 1.8598
H -5.2048 -1.5354 5.2421
H -3.9882 -0.3989 4.2339
H -3.9085 -0.2238 6.2386
H -3.7165 -2.3162 6.3436
H 0.0511 0.7267 4.3601
H -1.9036 1.4239 3.6483
H 1.7861 -1.2229 5.4364
Cl 0.2241 0.5124 -3.1320
C 1.5250 0.5521 -1.9009
C 1.0571 0.0383 -0.5655
Cl -0.1195 1.1156 0.2117
H 1.8826 1.5742 -1.8363
H 2.3321 -0.0758 -2.2756
H 1.9041 -0.0458 0.1144
H 0.5921 -0.9404 -0.6572
Cl 3.9920 2.3294 -4.6975
C 2.9879 2.5511 -6.1567
C 2.2345 1.3044 -6.5337
Cl 3.3195 0.0154 -7.1294
H 3.6390 2.8775 -6.9635
H 2.2817 3.3492 -5.9346
H 1.5414 1.5267 -7.3434
H 1.6693 0.9095 -5.6937
Cl 2.8170 5.6157 2.7667
C 1.7979 5.8064 1.3156
C 1.1900 4.5046 0.8648
Cl 2.4053 3.3761 0.2272
H 2.4120 6.2472 0.5349
H 1.0051 6.5059 1.5749
H 0.4794 4.6921 0.0615
H 0.6691 4.0012 1.6755
Cl 0.9923 -1.1353 -10.5423
C 0.0588 -1.3532 -9.0391
C -1.1954 -0.5202 -9.0206
Cl -0.8454 1.2269 -8.9131
H 0.7141 -1.1080 -8.2064
H -0.2031 -2.4076 -8.9758
H -1.7915 -0.7788 -8.1475
H -1.7931 -0.6825 -9.9133
Cl 7.4728 -3.1554 -3.6458
C 7.2533 -2.0178 -5.0008
C 6.7407 -0.6768 -4.5455
Cl 5.0656 -0.7574 -3.9587
H 6.5746 -2.4766 -5.7148
H 8.2270 -1.8947 -5.4721
H 6.7462 0.0186 -5.3846
H 7.3556 -0.2664 -3.7488
Cl -5.5691 0.0026 9.8275
C -6.5636 0.4015 8.4001
C -7.4821 -0.7294 8.0141
Cl -6.5729 -2.1051 7.3631
H -5.8899 0.6536 7.5837
H -7.1516 1.2802 8.6631
H -8.1582 -0.3931 7.2285
H -8.0736 -1.0675 8.8622

Values from the calculation:
highest occupied orbital energy = -0.157 Eh
LUMO = 1.68 eV
net charge = -1

Computed, not measured: a 3-piece molecular cluster, C15H34FO9PS overall, with ωB97M-V with the def2-TZVPD basis set.

Atoms and positions in Å:
C -2.8574 0.4796 -1.2420
S -1.6466 1.7737 -1.4274
O -1.0902 2.0413 -0.1292
O -2.2769 2.8994 -2.0663
P -0.0123 1.2267 -2.7063
C -0.6173 1.6599 -4.4026
C -1.9576 1.0911 -4.7320
O -2.1521 -0.0487 -5.0842
F -2.9713 1.9385 -4.5910
H -2.7961 0.0696 -0.2480
H -2.7338 -0.3181 -1.9604
H -3.8274 0.9266 -1.3799
H 0.0575 -0.1810 -2.7840
H 0.0964 1.2574 -5.1010
H -0.6200 2.7371 -4.4627
C -0.6030 -3.0585 -3.9125
O -1.0391 -3.4421 -2.6243
C -2.2124 -4.2367 -2.6045
C -2.0910 -5.4282 -1.6776
O -1.1913 -6.4415 -2.0889
C 0.2052 -6.1974 -2.0626
C 0.8291 -6.0683 -0.6891
O 0.4598 -4.8675 -0.0334
C 0.1022 -5.0223 1.3224
H -1.1395 -2.1654 -4.2504
H 0.4615 -2.8290 -3.8461
H -0.7340 -3.8596 -4.6458
H -2.4633 -4.5857 -3.6110
H -3.0403 -3.6133 -2.2425
H -3.0690 -5.9159 -1.6703
H -1.8923 -5.1117 -0.6521
H 0.4735 -5.3516 -2.6983
H 0.6445 -7.0864 -2.5213
H 1.9193 -6.0652 -0.8149
H 0.5573 -6.9412 -0.0864
H -0.5011 -5.9220 1.4809
H -0.4928 -4.1555 1.6090
H 0.9903 -5.0655 1.9621
C -0.8817 5.6241 3.0440
O -0.1525 4.4541 3.3349
C 0.1532 3.6500 2.2029
C 1.5964 3.1961 2.1917
O 2.5664 4.2085 1.9651
C 2.8180 5.1792 2.9651
C 3.5088 4.6785 4.2165
O 2.6696 3.8659 5.0170
C 3.2754 2.6901 5.5022
H -1.9542 5.4129 2.9734
H -0.7177 6.3294 3.8592
H -0.5451 6.0905 2.1125
H -0.0655 4.1812 1.2730
H -0.4804 2.7598 2.2404
H 1.6983 2.5206 1.3392
H 1.8352 2.6129 3.0833
H 1.9154 5.7417 3.2110
H 3.5084 5.8830 2.4926
H 3.8011 5.5536 4.8117
H 4.4188 4.1386 3.9329
H 3.9047 2.2160 4.7416
H 2.4802 1.9952 5.7708
H 3.8789 2.8954 6.3937

Values from the calculation:
highest occupied orbital energy = -0.322 Eh
LUMO = 0.42 eV
SMILES = CS(=O)(=O)PCC(=O)F.COCCOCCOC.COCCOCCOC

Computed, not measured: a 2-piece molecular cluster, C15H34N2O5P2 overall, with ωB97M-V with the def2-TZVPD basis set.

Atoms and positions in Å:
C 5.8196 -2.2920 0.5004
C 5.4106 -1.8070 -1.0161
C 6.3253 -0.5643 -1.5824
C 5.8663 0.9186 -1.0524
C 4.3319 1.3514 -1.4724
C 3.5925 2.3115 -0.3358
C 2.6443 1.4630 0.7012
C 1.0475 1.9302 0.5854
C 0.0789 1.0812 1.6184
C -1.4719 1.6866 1.6894
C -2.6296 0.5252 1.7363
P -3.0730 -0.1850 -0.0227
C -2.8979 -2.0794 0.1178
N -1.7897 0.3467 -1.1973
N -4.6689 0.3982 -0.5561
C -5.6755 -0.7131 -0.7506
C -4.6071 1.2318 -1.8168
C -4.9925 0.6920 -3.3408
O -4.2563 2.5315 -1.7356
H 4.8385 -2.7675 0.9862
H 6.1967 -1.4176 1.1962
H 6.6013 -3.1617 0.4398
H 4.2383 -1.5850 -1.0365
H 5.5681 -2.7194 -1.7629
H 7.4685 -0.6978 -1.3246
H 6.2280 -0.5595 -2.7554
H 6.5838 1.7193 -1.5698
H 6.0307 1.0552 0.1160
H 3.6436 0.4373 -1.7291
H 4.4266 2.0158 -2.4535
H 2.8802 3.0313 -0.9460
H 4.3997 2.9952 0.2012
H 2.9749 1.7937 1.7991
H 2.7804 0.3038 0.5824
H 0.6856 1.7699 -0.5242
H 1.0239 3.0592 0.9325
H -0.0339 -0.0553 1.3396
H 0.5777 1.1420 2.6759
H -1.5266 2.2534 2.7369
H -1.6528 2.5168 0.8631
H -2.2701 -0.3927 2.4071
H -3.6338 0.8977 2.2409
H -3.8997 -2.6831 0.1076
H -2.1402 -2.5302 -0.6873
H -2.3860 -2.3194 1.1695
H -0.8589 0.0044 -0.8467
H -1.8361 1.3888 -1.2424
H -5.8554 -1.3470 0.2380
H -5.4272 -1.4588 -1.6176
H -6.7104 -0.1908 -1.0320
H -4.7262 1.4667 -4.1861
H -4.5189 -0.3558 -3.5906
H -6.1728 0.5209 -3.3665
O -5.2159 -2.3222 2.3744
P -4.5104 -2.5913 3.7138
O -4.6413 -1.3557 4.6193
O -3.0229 -2.8854 3.4591
O -5.1613 -3.8024 4.4023

Values from the calculation:
highest occupied orbital energy = 0.074 Eh
LUMO = 3.50 eV
net charge = -2

Computed, not measured: C15H34O9Si2 as an isolated structure, with ωB97M-V with the def2-TZVPD basis set.

Atoms and positions in Å:
C 3.6821 -2.2467 -0.6710
C 3.4790 -0.9853 -1.6313
O 3.3032 0.2855 -0.9525
C 2.4442 0.1883 0.1770
O 3.0018 0.2273 1.3087
C 0.8453 0.0932 0.1233
C 0.1978 0.5184 -1.2809
C -0.3297 -0.6986 -2.1934
Si -1.8382 -1.6533 -1.4846
C -2.4159 -0.9432 0.2299
O -1.6570 -3.3836 -1.4701
Si -0.1931 -3.9062 -0.7114
H 2.7837 -2.5126 -0.0250
H 3.8496 -3.1559 -1.3666
H 4.6523 -2.1586 -0.0602
H 4.4542 -0.8858 -2.2420
H 2.6573 -1.1819 -2.4051
H 0.4686 0.8606 0.8992
H 0.5043 -0.9241 0.5181
H 0.8796 1.1694 -1.9348
H -0.7333 1.1535 -1.0257
H -0.6719 -0.2242 -3.1918
H 0.5666 -1.3542 -2.4541
H -2.9771 -1.3815 -2.3956
H -3.5164 -1.2739 0.3482
H -1.7512 -1.2871 1.0879
H -2.4694 0.2066 0.1284
H 0.7478 -2.8004 -0.5566
H -0.4094 -4.6791 0.5287
H 0.4526 -4.8608 -1.6463
C 4.0209 3.5195 -0.9752
C 4.0566 3.0916 -2.4300
O 3.0009 3.7152 -3.1751
C 3.2087 4.9968 -3.5107
O 4.1901 5.6515 -3.2538
O 2.1194 5.4392 -4.1636
C 2.1679 6.8258 -4.4930
H 3.0316 3.3390 -0.5455
H 4.7654 2.9729 -0.3933
H 4.2214 4.5883 -0.8718
H 3.8926 2.0143 -2.4941
H 5.0283 3.2974 -2.8884
H 3.0819 7.0737 -5.0367
H 2.0859 7.4270 -3.5846
H 1.3143 7.0478 -5.1344
C -6.1693 -3.8462 5.2678
C -4.7120 -4.0102 4.8804
O -4.3422 -3.0764 3.8577
C -4.1258 -1.8198 4.2739
O -4.2050 -1.4214 5.4108
O -3.8306 -1.0693 3.1982
C -3.6743 0.3183 3.4877
H -6.8108 -3.9067 4.3844
H -6.4691 -4.6195 5.9780
H -6.3503 -2.8712 5.7254
H -4.5577 -5.0081 4.4632
H -4.0507 -3.9170 5.7465
H -2.9516 0.4781 4.2908
H -4.6411 0.7552 3.7478
H -3.3028 0.8084 2.5871

Values from the calculation:
highest occupied orbital energy = -0.378 Eh
energy relative to the best compared isomer or geometry (same formula, charge and spin) = 1.609 eV
LUMO = 0.56 eV

Computed, not measured: a 6-piece molecular cluster, C15H35BF4NO10 overall, with ωB97M-V with the def2-TZVPD basis set.

Atoms and positions in Å:
N 19.0134 3.5069 -4.6154
H 18.4514 2.7261 -4.3077
H 19.9233 3.6371 -4.1969
H 18.5263 4.3876 -4.5301
H 19.2582 3.3078 -5.5748
C 16.9883 6.7003 -6.5481
C 18.0202 6.9232 -5.3424
C 17.8149 8.3279 -4.6837
O 17.9520 5.9849 -4.3655
H 17.1765 5.7573 -7.0612
H 17.0856 7.5096 -7.2718
H 15.9626 6.5537 -6.2097
H 19.0299 7.0150 -5.7424
H 16.9282 8.2950 -4.0506
H 17.5434 9.1077 -5.3952
H 18.6724 8.6723 -4.1056
B 22.2394 4.0322 -3.7859
F 22.7588 4.8894 -2.8649
F 21.2830 3.1836 -3.1932
F 21.6165 4.7094 -4.8362
F 23.2035 3.2384 -4.3290
C 22.1152 8.1452 3.1938
C 22.5664 7.3426 1.9212
O 21.3525 7.0091 1.1974
C 21.3579 6.5814 -0.0560
O 22.2928 6.4886 -0.8372
O 20.1141 6.2588 -0.4463
C 19.8375 5.8957 -1.7902
H 22.9858 8.3480 3.8175
H 21.3123 7.6672 3.7550
H 21.6502 9.0597 2.8255
H 23.0290 6.4173 2.2646
H 23.3644 7.7956 1.3330
H 19.8114 6.7677 -2.4437
H 18.8305 5.4868 -1.8731
H 20.5408 5.2233 -2.2814
C 17.1094 0.5868 -9.9724
C 17.7274 1.4491 -8.8288
O 18.0439 2.7412 -9.1807
C 18.8872 3.4073 -8.3840
O 19.0482 3.1286 -7.1881
O 19.4434 4.3108 -9.1378
C 20.2681 5.4028 -8.6599
H 16.5280 -0.2449 -9.5745
H 17.9075 0.1888 -10.5990
H 16.4499 1.2247 -10.5608
H 18.5481 0.9172 -8.3475
H 16.9736 1.5622 -8.0496
H 20.5293 6.1564 -9.4029
H 21.0971 4.9565 -8.1107
H 19.7105 5.9196 -7.8788
C 15.8346 -0.8127 -1.8263
C 16.0272 0.7382 -1.6822
O 15.2781 1.3306 -2.6792
C 15.8677 1.7219 -3.7850
O 17.0812 1.5190 -4.1198
O 14.9642 2.4115 -4.5025
C 15.4306 3.1108 -5.6071
H 16.4849 -1.3080 -1.1052
H 16.2715 -1.1145 -2.7782
H 14.7767 -1.0540 -1.7232
H 17.0585 1.0759 -1.5791
H 15.5571 1.0497 -0.7495
H 15.5390 4.1577 -5.3238
H 14.6473 3.0778 -6.3644
H 16.3604 2.6749 -5.9724

Values from the calculation:
highest occupied orbital energy = -0.150 Eh
energy relative to the best compared isomer or geometry (same formula, charge and spin) = 1.756 eV
LUMO = 2.37 eV
net charge = -1

Computed, not measured: C15H35CaN4O9P as an isolated structure, with ωB97M-V with the def2-TZVPD basis set.

Atoms and positions in Å:
O 2.3258 -1.6410 -3.5054
H 2.2285 -0.7210 -3.9572
Ca -0.0769 0.0366 -1.7272
N -0.3550 1.9894 -0.3640
N 1.5590 1.8950 -2.1183
N -2.0844 -0.9268 -0.5822
N -0.6813 -2.5549 -2.0633
O -1.1717 1.9416 0.6113
O -2.7328 -0.1907 0.3878
O -0.1288 -3.1369 -3.0605
O 2.6859 1.7652 -2.6027
C 1.4548 3.0609 -1.4309
C 0.4758 3.0726 -0.4042
C -2.5552 -2.1812 -0.6595
C -1.7955 -3.0817 -1.4921
C 0.3629 4.2362 0.5188
H 1.2993 4.4359 1.0701
H -0.4120 4.0959 1.2660
H 0.1442 5.1925 0.0065
C 2.3285 4.2544 -1.6824
H 2.9147 4.1010 -2.5992
H 3.0385 4.4441 -0.8537
H 1.7003 5.1504 -1.8204
C -3.7680 -2.7381 0.0102
C -2.2510 -4.3972 -1.9550
H -4.4182 -1.9407 0.3600
H -3.4539 -3.3592 0.8639
H -4.3321 -3.4099 -0.6595
H -1.5713 -4.7359 -2.7422
H -3.2539 -4.3504 -2.3659
H -2.2239 -5.1119 -1.1463
H -2.1519 0.6076 0.5420
H 1.3203 -1.7816 -3.5108
C -1.5657 0.9590 -2.9289
H -0.9515 1.8953 -2.9850
H -2.3335 0.4748 -2.3619
H -1.3463 0.3386 -3.8523
O -4.7362 1.6390 -0.8141
H -4.0910 1.0436 -0.3315
H -4.5494 2.5181 -0.4410
C -0.5392 -3.4361 2.2022
C -0.8278 -1.9862 2.3854
O -0.0080 -1.1266 1.5110
P 1.5418 -1.4671 1.1417
O 2.3348 -1.1305 2.5080
C 1.8131 -0.3904 3.6686
C 1.2257 0.9574 3.3781
O 1.8775 -0.1488 0.1164
C 3.2615 0.3650 0.1243
C 3.4569 1.6073 0.9377
H 0.4746 -3.6752 2.5448
H -1.2613 -3.9843 2.8123
H -0.6611 -3.7173 1.1512
H -1.8481 -1.7173 2.1084
H -0.6877 -1.6308 3.4083
H 1.0925 -1.0293 4.1920
H 2.6902 -0.2858 4.3145
H 0.4486 0.9137 2.6055
H 0.7681 1.3308 4.3028
H 2.0000 1.6737 3.0806
H 4.0022 -0.4023 0.3943
H 3.4208 0.6059 -0.9223
H 3.8037 1.3589 1.9442
H 4.2348 2.2266 0.4709
H 2.5396 2.2005 1.0001

Values from the calculation:
highest occupied orbital energy (alpha / beta) = -0.262 / -0.262 Eh
energy relative to the best compared isomer or geometry (same formula, charge and spin) = 2.524 eV
LUMO (alpha / beta) = -1.38 / -1.78 eV

The evaluated max |F| for the records listed, in turn: 0.53; 2.50; 2.18; 6.75; 4.85; 4.54; 5.19 eV/A.